C18H58BO13PtSSr | ωB97M-V with the def2-TZVPD basis set

Positions of all 93 atoms, in Å:
Pt -8.15 -3.38 -1.04
Sr -1.20 -0.50 -3.14
B -8.33 -6.41 -0.72
H -7.35 -5.98 -0.61
H -8.99 -5.81 -0.12
H -8.71 -6.40 -1.73
H -8.34 -7.39 -0.27
S -6.13 -1.36 -3.37
O -7.09 -0.98 -2.37
O -4.80 -0.82 -3.11
O -6.15 -2.78 -3.12
O -6.63 -1.08 -4.70
C -0.93 1.80 -8.12
C -0.94 0.36 -7.73
O -1.94 0.27 -6.68
H -1.92 2.15 -8.40
H -0.18 1.94 -8.90
H -0.56 2.53 -7.39
H 0.03 0.05 -7.34
H -1.28 -0.32 -8.50
H -2.77 0.45 -7.12
C -4.75 -0.45 1.77
C -4.64 -1.93 1.31
O -5.96 -2.46 1.35
H -3.87 0.16 1.58
H -4.96 -0.45 2.84
H -5.52 0.11 1.23
H -4.13 -2.57 2.04
H -4.15 -2.06 0.35
H -6.18 -2.56 2.27
C -4.76 -4.42 -7.71
C -6.10 -4.88 -7.16
O -7.04 -3.90 -7.40
H -4.71 -4.27 -8.79
H -4.04 -5.23 -7.55
H -4.48 -3.56 -7.11
H -6.09 -5.19 -6.12
H -6.43 -5.78 -7.69
H -6.86 -3.21 -6.76
C -2.37 -6.96 -4.02
C -2.24 -5.97 -2.83
O -2.47 -4.64 -3.35
H -3.41 -7.11 -4.31
H -2.01 -7.93 -3.69
H -1.82 -6.62 -4.90
H -1.23 -6.03 -2.42
H -3.00 -6.15 -2.07
H -3.40 -4.56 -3.55
C -5.11 1.13 -10.80
C -5.80 0.36 -9.71
O -5.48 0.82 -8.44
H -5.33 2.20 -10.84
H -5.41 0.80 -11.80
H -4.04 0.91 -10.87
H -5.46 -0.67 -9.74
H -6.88 0.45 -9.88
H -5.94 0.29 -7.79
C -3.78 3.66 -3.60
C -3.43 3.73 -2.12
O -2.52 2.70 -1.84
H -4.21 4.60 -3.95
H -4.45 2.82 -3.80
H -2.90 3.54 -4.24
H -4.31 3.55 -1.50
H -3.08 4.73 -1.87
H -2.06 2.86 -1.01
C -13.34 -3.35 -2.85
C -12.11 -4.04 -3.33
O -10.91 -3.29 -3.09
H -13.32 -3.18 -1.77
H -14.23 -3.94 -3.08
H -13.44 -2.40 -3.37
H -12.18 -4.22 -4.40
H -12.14 -5.00 -2.80
H -10.90 -2.64 -3.80
C -10.57 1.61 -7.33
C -11.03 0.21 -6.97
O -10.51 -0.07 -5.70
H -11.12 1.92 -8.22
H -9.49 1.65 -7.49
H -10.79 2.32 -6.53
H -10.55 -0.48 -7.67
H -12.11 0.15 -6.99
H -9.56 -0.01 -5.76
C -8.90 4.91 -2.91
C -8.90 3.38 -2.79
O -8.15 2.97 -1.73
H -9.36 5.47 -2.10
H -9.52 5.17 -3.76
H -7.90 5.34 -3.03
H -8.54 2.89 -3.70
H -9.93 3.10 -2.61
H -8.11 2.03 -1.91

As for the electronic energy: -61797.2734 eV. As for the spin multiplicity: 3. The value obtained for the orbital gap (spin up / spin down) is 3.03 / 3.00 eV. Its net charge is +1. For the HOMO energy (spin up / spin down), the calculation gives -10.03 / -10.00 eV. As for the relative energy (zero: lowest compared OMol25 entry of this formula, charge and spin): 293.3 kcal per mole.